90
Properties=species:S:1:pos:R:3:mulliken_charge:R:1 method="wB97M-V/def2-TZVPD" e_homo_ha="-0.46876 / -0.46638" homo_lumo_gap_ha="0.2263 / 0.2044" total_charge=+2 multiplicity=2 molar_mass_g_mol=769.80 s2=0.799 de_lowest_kcal_mol=44.57
Ti -0.4292 2.1936 -0.1397 -0.717
S -0.9902 -0.0300 -1.2287 -0.244
S 1.6140 0.9266 0.5716 -0.354
O 2.9645 3.7925 -6.1112 -0.572
N 0.2054 4.0983 0.0534 0.366
N 1.2506 2.7989 -7.2123 -0.337
N -1.5716 1.4749 1.2472 1.366
N -2.0064 3.1706 -0.5313 1.514
N 0.2423 2.4608 -2.2055 0.767
N 2.4133 -1.5242 0.0612 0.274
N -1.8682 4.3725 -1.0154 -1.211
N -0.1585 -2.4130 -0.5332 0.365
C -0.5715 2.5894 -3.2609 -0.300
C 4.5250 -3.0767 2.2680 -0.344
C -5.2793 1.3768 1.1768 -0.783
C -2.0650 -5.1210 0.2074 -0.015
C 1.7679 5.8974 0.1386 -0.813
C 4.5411 -3.7128 3.5014 -0.705
C -1.5390 -2.8776 -0.8031 -0.565
C -2.9050 1.6439 0.9188 1.308
C 1.2496 2.8968 -4.7755 0.763
C -0.8689 -0.4547 2.6381 0.447
C -3.9990 1.0152 1.5335 -0.889
C 3.7032 -1.2674 0.7200 -1.578
C -3.1751 2.6080 -0.1007 -0.129
C -0.6218 4.8606 -0.7342 0.501
C 2.9713 -1.4538 3.1262 0.031
C -1.6107 -6.3812 -2.2250 -0.678
C -0.1158 2.7997 -4.5489 -0.994
C -1.6777 -4.3708 -0.8974 -0.590
C -2.0119 -7.1223 -1.1217 -0.426
C -2.2318 -6.4935 0.0953 -0.799
C -5.5266 2.3754 0.2214 -0.644
C 2.0981 2.7866 -3.6792 -0.865
C 0.9562 6.6543 -0.7107 -0.300
C -1.6401 1.5656 3.6746 0.176
C 1.4329 -0.6520 -0.0176 1.146
C -1.0851 -0.3420 5.0290 -0.740
C 3.7401 -1.9462 2.0733 0.694
C 1.9043 3.2070 -6.1064 0.148
C 1.3662 4.6279 0.4793 -0.315
C -0.2433 6.1393 -1.1497 -0.805
C 1.5648 2.5645 -2.4290 -0.513
C 0.8408 -3.3651 -0.0542 -0.185
C -1.5295 0.9683 4.9190 -0.880
C 3.7640 -3.2285 4.5422 -0.510
C 2.2099 -2.8779 -0.4486 -1.127
C -1.4482 -5.0093 -2.1135 -0.057
C -1.3216 0.8542 2.5175 -1.583
C 0.1251 -1.1185 -0.5893 -0.624
C -0.7457 -1.0486 3.8869 -1.000
C -4.4848 2.9914 -0.4209 -0.852
C 2.9831 -2.0956 4.3542 -0.805
H 2.2175 2.4731 -1.5731 0.544
H -6.1158 0.8804 1.6506 0.449
H 0.6401 -4.3306 -0.5108 0.581
H 3.8422 -0.1951 0.8136 0.598
H -1.6343 2.5225 -3.0661 0.495
H -1.8119 1.5214 5.8048 0.430
H -4.6454 3.7522 -1.1733 0.523
H 2.3266 -2.8814 -1.5358 0.298
H -1.1538 -4.4261 -2.9797 0.419
H -3.8275 0.2520 2.2794 0.538
H 0.7703 -3.4802 1.0330 0.102
H 0.3938 2.2772 -7.1866 0.176
H 2.6976 6.2973 0.5153 0.469
H 1.9827 4.0008 1.1123 0.509
H -2.1776 -2.4825 -0.0043 0.380
H -6.5455 2.6552 -0.0073 0.437
H -0.9152 6.6932 -1.7896 0.559
H 2.9674 -3.5257 -0.0146 0.441
H -0.4059 -2.0746 3.9551 0.558
H -1.0154 -0.8097 6.0022 0.453
H 2.3761 -0.5579 2.9966 0.439
H -1.4353 -6.8695 -3.1741 0.416
H 5.1683 -4.5816 3.6502 0.409
H -2.5408 -7.0708 0.9562 0.414
H 5.1490 -3.4507 1.4634 0.438
H 1.2642 7.6458 -1.0137 0.464
H -0.8335 2.9059 -5.3514 0.397
H 2.3918 -1.6989 5.1695 0.486
H 1.6607 3.0098 -8.1079 0.249
H -0.6492 -1.0300 1.7531 0.808
H -1.8681 -2.4184 -1.7329 0.690
H 4.4853 -1.6702 0.0762 0.488
H 3.1636 2.8983 -3.8251 0.550
H -2.1660 -8.1889 -1.2146 0.415
H -2.2527 -4.6300 1.1564 0.449
H -1.9884 2.5870 3.5801 0.494
H 3.7728 -3.7273 5.5021 0.415